# 1
{"formula": "C4H9NOP", "method": "ωB97M-V/def2-TZVPD", "relative_energy_kcal_mol": 49.4, "total_charge": 1, "e_tot_ha": -628.81938, "homo_lumo_gap_ev": 8.43, "symbols": ["C", "C", "C", "O", "P", "N", "C", "H", "H", "H", "H", "H", "H", "H", "H", "H"], "xyz": [[-1.481, 1.328, -0.075], [-0.079, 0.822, 0.060], [1.088, 1.602, 0.087], [2.191, 0.705, -0.118], [1.775, -0.809, -0.017], [0.107, -0.569, 0.109], [-0.877, -1.594, -0.057], [-2.039, 0.869, -0.963], [-2.088, 1.301, 0.892], [-1.591, 2.342, -0.186], [1.444, 2.553, 0.270], [2.209, -1.428, 1.206], [2.673, -1.592, -0.985], [-0.457, -2.345, 0.506], [-1.098, -2.044, -0.979], [-1.776, -1.140, 0.250]], "forces_ev_per_a": [[-1.7, -2.1, 0.9], [1.0, 3.5, -0.1], [-2.8, -5.2, -0.6], [0.6, -0.6, 0.3], [1.2, -0.4, 0.5], [3.1, 0.8, -1.8], [-0.2, 1.1, 0.1], [0.8, 0.3, 1.4], [0.6, -1.1, -1.1], [0.7, 2.6, -0.9], [-0.1, 2.0, 0.0], [-0.4, 0.3, -0.6], [-1.7, 1.1, 0.8], [-0.2, -2.2, 1.9], [0.4, 0.1, -2.0], [-1.2, -0.2, 1.1]]}

# 2
{"formula": "C49H36F4N9S2Zr", "method": "ωB97M-V/def2-TZVPD", "relative_energy_kcal_mol": 14.0, "total_charge": 1, "e_tot_ha": -3624.49642, "homo_lumo_gap_ev": 6.81, "symbols": ["Zr", "C", "N", "C", "C", "C", "N", "C", "C", "F", "C", "F", "C", "C", "F", "C", "F", "H", "H", "H", "H", "H", "H", "H", "H", "H", "H", "H", "N", "C", "C", "C", "C", "C", "C", "C", "C", "C", "C", "C", "C", "N", "C", "C", "C", "C", "N", "H", "H", "H", "H", "H", "H", "H", "H", "H", "H", "S", "C", "C", "C", "C", "C", "C", "N", "C", "C", "C", "C", "C", "C", "C", "H", "H", "H", "H", "H", "H", "H", "H", "N", "C", "C", "C", "C", "C", "C", "N", "C", "C", "C", "S", "C", "N", "H", "H", "H", "H", "H", "H", "H"], "xyz": [[0.041, -0.323, 0.665], [2.194, 3.990, 1.020], [0.908, 3.513, 1.511], [-0.010, 4.631, 1.669], [1.051, 2.812, 2.774], [1.977, 1.603, 2.765], [1.836, 0.481, 1.788], [3.063, -0.126, 1.607], [3.187, -1.095, 0.605], [1.999, -1.471, 0.028], [4.325, -1.761, 0.227], [4.250, -2.646, -0.773], [5.513, -1.519, 0.885], [5.442, -0.629, 1.937], [6.539, -0.389, 2.657], [4.278, 0.026, 2.321], [4.385, 0.763, 3.443], [2.043, 4.597, 0.126], [2.837, 3.153, 0.748], [2.714, 4.609, 1.768], [0.383, 5.399, 2.354], [-0.960, 4.277, 2.071], [-0.197, 5.101, 0.701], [0.062, 2.579, 3.148], [1.510, 3.482, 3.527], [1.958, 1.214, 3.787], [2.973, 2.017, 2.622], [6.435, -2.007, 0.612], [4.409, -2.930, -8.569], [3.872, -2.645, -7.594], [3.199, -2.288, -6.374], [1.808, -2.267, -6.330], [1.165, -1.926, -5.153], [1.902, -1.591, -4.022], [3.293, -1.609, -4.074], [3.943, -1.963, -5.243], [1.222, -1.195, -2.758], [1.375, 0.130, -2.368], [1.860, 1.184, -3.187], [1.635, 2.360, -2.510], [1.008, 2.001, -1.305], [0.853, 0.680, -1.198], [0.455, -2.166, -2.105], [0.329, -3.508, -2.528], [-0.542, -4.130, -1.660], [-0.892, -3.163, -0.714], [-0.312, -1.973, -0.945], [1.240, -2.518, -7.215], [0.083, -1.910, -5.112], [3.864, -1.353, -3.190], [5.023, -1.987, -5.286], [2.296, 1.064, -4.166], [1.868, 3.361, -2.831], [0.678, 2.640, -0.499], [0.819, -3.941, -3.385], [-0.890, -5.149, -1.687], [-1.563, -3.304, 0.114], [-3.403, 2.972, 0.433], [-3.079, 2.547, -1.217], [-3.673, 3.060, -2.366], [-3.318, 2.505, -3.578], [-2.408, 1.444, -3.636], [-1.818, 0.941, -2.496], [-2.135, 1.519, -1.266], [-1.669, 1.126, -0.006], [-2.276, 1.786, 0.954], [-1.994, 1.489, 2.351], [-2.682, 2.114, 3.390], [-2.351, 1.813, 4.698], [-1.340, 0.889, 4.947], [-0.665, 0.280, 3.897], [-0.966, 0.560, 2.561], [-4.397, 3.862, -2.308], [-3.761, 2.883, -4.489], [-2.166, 1.005, -4.594], [-1.137, 0.105, -2.547], [-3.468, 2.833, 3.185], [-2.868, 2.293, 5.517], [-1.066, 0.660, 5.970], [0.145, -0.402, 4.139], [-3.342, -2.328, 2.936], [-4.283, -1.730, 2.113], [-5.665, -1.628, 2.214], [-6.313, -1.011, 1.165], [-5.608, -0.541, 0.045], [-4.236, -0.646, -0.045], [-3.558, -1.223, 1.029], [-2.201, -1.473, 1.230], [-2.138, -2.148, 2.351], [-0.872, -2.659, 2.841], [-0.640, -3.571, 3.819], [1.036, -3.851, 3.959], [1.327, -2.747, 2.705], [0.256, -2.191, 2.203], [-3.513, -2.761, 3.827], [-6.207, -2.021, 3.064], [-7.389, -0.907, 1.194], [-6.158, -0.099, -0.774], [-3.712, -0.318, -0.930], [-1.352, -4.090, 4.438], [2.330, -2.524, 2.374]], "forces_ev_per_a": [[-0.1, 0.1, -0.1], [0.0, 0.0, -0.1], [0.0, 0.0, -0.1], [0.0, 0.0, 0.0], [0.0, 0.0, 0.0], [0.0, 0.0, 0.0], [0.0, 0.1, 0.0], [0.0, 0.0, -0.1], [-0.1, 0.0, 0.1], [0.0, 0.0, 0.0], [0.1, 0.0, 0.0], [0.0, 0.0, 0.0], [0.0, 0.0, 0.0], [0.0, 0.0, 0.0], [0.0, 0.0, 0.0], [0.0, 0.0, 0.0], [0.1, -0.1, 0.0], [0.0, 0.0, 0.0], [0.0, 0.0, 0.0], [0.0, 0.0, 0.0], [0.0, 0.0, 0.0], [0.0, 0.0, 0.0], [0.0, 0.0, 0.0], [0.0, 0.0, 0.0], [0.0, 0.0, 0.0], [0.0, 0.0, 0.0], [-0.1, 0.0, 0.0], [0.0, 0.0, 0.0], [0.0, 0.0, 0.0], [0.0, 0.0, 0.0], [0.0, 0.0, 0.0], [0.0, 0.0, 0.0], [0.0, 0.0, 0.0], [0.0, 0.0, 0.0], [0.0, 0.0, 0.0], [0.0, 0.0, 0.0], [0.0, 0.0, 0.0], [-0.1, 0.0, 0.0], [0.1, 0.0, 0.1], [-0.1, 0.0, 0.0], [0.1, 0.0, 0.1], [0.0, -0.1, 0.2], [0.1, 0.0, 0.0], [-0.1, 0.0, -0.1], [0.1, 0.0, 0.0], [-0.1, 0.0, 0.0], [0.0, 0.0, 0.0], [0.0, 0.0, 0.0], [0.0, 0.0, 0.0], [0.0, 0.0, 0.0], [0.0, 0.0, 0.0], [0.0, 0.0, 0.0], [0.0, 0.0, 0.0], [0.0, 0.1, 0.0], [0.0, 0.0, 0.0], [0.0, 0.0, 0.0], [0.0, 0.0, 0.0], [0.0, 0.0, 0.0], [0.0, 0.0, 0.0], [0.0, 0.0, 0.0], [0.0, 0.0, 0.0], [0.0, 0.0, 0.0], [0.0, 0.0, 0.0], [0.0, 0.0, 0.0], [0.1, 0.0, 0.0], [0.0, 0.0, 0.0], [0.0, 0.0, 0.0], [0.0, 0.0, 0.0], [0.0, 0.0, 0.0], [0.0, 0.0, 0.0], [0.0, 0.0, 0.0], [0.0, 0.0, 0.0], [0.0, 0.0, 0.0], [0.0, 0.0, 0.0], [0.0, 0.0, 0.0], [0.0, 0.0, 0.0], [0.0, 0.0, 0.0], [0.0, 0.0, 0.0], [0.0, 0.0, 0.0], [0.0, 0.0, 0.0], [0.0, 0.0, 0.0], [0.0, 0.0, 0.0], [0.0, 0.0, 0.0], [0.0, 0.0, 0.0], [0.0, 0.0, 0.0], [0.0, 0.0, 0.0], [0.0, 0.0, 0.0], [0.1, 0.0, 0.0], [0.0, 0.0, 0.0], [0.0, 0.0, 0.0], [0.0, 0.0, 0.0], [0.0, 0.0, 0.0], [0.0, 0.1, 0.0], [0.0, 0.0, 0.0], [0.0, 0.0, 0.0], [0.0, 0.0, 0.0], [0.0, 0.0, 0.0], [0.0, 0.0, 0.0], [0.0, 0.0, 0.0], [0.0, 0.0, 0.0], [0.0, 0.0, 0.0]]}

# 3
{"formula": "C3H7O3", "method": "ωB97M-V/def2-TZVPD", "relative_energy_kcal_mol": 80.4, "total_charge": -1, "e_tot_ha": -344.18204, "homo_lumo_gap_ev": 6.35, "symbols": ["O", "C", "O", "H", "H", "C", "O", "C", "H", "H", "H", "H", "H"], "xyz": [[-0.391, 3.900, -0.164], [-0.831, 2.955, -0.892], [-0.080, 1.857, -1.155], [-1.629, 3.002, -1.617], [0.228, 1.343, -0.374], [1.030, -1.580, 0.068], [1.060, -0.807, -0.986], [-0.353, -1.702, 1.008], [1.695, -1.299, 0.965], [1.243, -2.616, -0.332], [-0.680, -0.694, 1.154], [-0.258, -2.126, 1.997], [-1.033, -2.231, 0.328]], "forces_ev_per_a": [[-2.7, -3.2, -2.1], [4.8, 2.2, 1.7], [-1.9, 0.5, 0.6], [-0.8, 0.4, 0.1], [0.5, -0.1, -0.6], [-0.1, -1.2, 1.8], [-0.8, 1.7, 0.1], [0.8, 0.0, -2.6], [0.5, -0.3, -0.9], [0.1, -0.2, 1.3], [-0.4, 0.8, -0.1], [0.3, -0.7, 0.1], [-0.4, 0.0, 0.6]]}

# 4
{"formula": "C26H60CrN2O7P2Si2Te", "method": "ωB97M-V/def2-TZVPD", "relative_energy_kcal_mol": 16.5, "total_charge": 2, "s_squared": 6.02, "e_tot_ha": -4236.86383, "homo_lumo_gap_ev": [8.37, 8.89], "spin_multiplicity": 5, "symbols": ["Cr", "C", "C", "C", "O", "P", "O", "C", "P", "O", "O", "C", "C", "C", "O", "C", "C", "C", "O", "C", "C", "C", "H", "H", "H", "H", "H", "H", "H", "H", "H", "H", "H", "H", "H", "H", "H", "H", "H", "H", "H", "H", "H", "H", "H", "H", "H", "H", "H", "H", "H", "H", "C", "Si", "C", "C", "C", "Te", "C", "Si", "C", "C", "C", "H", "H", "H", "H", "H", "H", "H", "H", "H", "H", "H", "H", "H", "H", "H", "H", "H", "H", "H", "H", "H", "H", "N", "C", "N", "C", "C", "O", "C", "C", "H", "H", "H", "H", "H", "H", "H", "H"], "xyz": [[-0.145, 0.373, 0.584], [-4.638, 2.668, -0.702], [-3.135, 2.809, -0.588], [-2.606, 4.029, -1.332], [-2.426, 1.642, -1.157], [-2.579, 0.145, -0.714], [-2.238, -0.046, 0.741], [-1.459, -0.649, -1.917], [0.084, 0.228, -2.358], [0.938, 0.522, -1.151], [-0.290, 1.540, -3.100], [-0.715, 1.576, -4.520], [-1.920, 2.483, -4.598], [0.457, 2.053, -5.346], [0.765, -0.678, -3.429], [1.966, -1.511, -3.264], [2.486, -1.775, -4.657], [1.603, -2.774, -2.513], [-4.000, -0.356, -1.101], [-4.938, -1.057, -0.193], [-4.442, -2.464, 0.055], [-6.284, -1.008, -0.877], [-5.089, 3.603, -0.370], [-5.034, 1.866, -0.082], [-4.929, 2.495, -1.739], [-2.853, 2.842, 0.468], [-3.335, 4.380, -2.061], [-1.684, 3.783, -1.856], [-2.398, 4.842, -0.638], [-2.043, -0.767, -2.834], [-1.193, -1.645, -1.555], [-0.988, 0.559, -4.812], [-1.648, 3.500, -4.314], [-2.718, 2.132, -3.943], [-2.292, 2.498, -5.622], [0.793, 3.029, -4.993], [0.148, 2.146, -6.387], [1.288, 1.352, -5.293], [2.685, -0.921, -2.693], [1.743, -2.312, -5.247], [3.389, -2.381, -4.600], [2.734, -0.843, -5.163], [0.818, -3.318, -3.043], [1.265, -2.537, -1.502], [2.478, -3.419, -2.443], [-4.958, -0.491, 0.740], [-4.363, -3.007, -0.889], [-5.155, -2.989, 0.690], [-3.476, -2.461, 0.560], [-6.267, -1.598, -1.794], [-6.564, 0.015, -1.123], [-7.040, -1.423, -0.211], [-0.839, 0.725, 3.937], [-0.189, 2.446, 4.319], [-1.091, 3.250, 5.738], [1.636, 2.294, 4.696], [-0.518, 3.577, 2.823], [0.160, 2.961, 0.892], [2.260, 3.141, 1.278], [3.044, 4.476, 0.155], [2.838, 3.852, -1.603], [4.832, 4.641, 0.650], [2.112, 6.073, 0.442], [-0.559, 0.032, 4.732], [-0.409, 0.329, 3.009], [-1.925, 0.694, 3.835], [-0.979, 2.663, 6.652], [-2.158, 3.363, 5.541], [-0.677, 4.242, 5.933], [1.754, 1.768, 5.647], [2.123, 3.265, 4.807], [2.176, 1.724, 3.936], [-0.069, 4.562, 2.972], [-1.595, 3.736, 2.724], [2.717, 2.165, 1.108], [2.355, 3.386, 2.335], [3.633, 3.145, -1.851], [2.878, 4.662, -2.332], [1.882, 3.335, -1.731], [5.375, 3.703, 0.521], [4.928, 4.947, 1.693], [5.328, 5.397, 0.038], [1.048, 5.968, 0.218], [2.501, 6.873, -0.189], [2.212, 6.401, 1.480], [0.322, -1.551, 0.830], [0.727, -2.578, 1.194], [1.175, -3.718, 1.598], [2.124, -3.816, 2.731], [3.404, -4.464, 2.227], [3.123, -5.706, 1.618], [2.299, -5.565, 0.483], [0.948, -4.981, 0.869], [1.662, -4.441, 3.495], [2.309, -2.824, 3.138], [4.074, -4.660, 3.062], [3.907, -3.796, 1.515], [2.164, -6.558, 0.059], [2.785, -4.920, -0.261], [0.425, -5.663, 1.542], [0.328, -4.796, -0.007]], "forces_ev_per_a": [[0.2, -0.2, 0.4], [0.1, -0.1, 0.0], [0.0, 0.1, 0.0], [0.0, -0.1, 0.0], [-0.3, -0.2, -0.2], [-0.6, 0.4, -0.3], [0.5, 0.0, -0.3], [0.1, 0.3, 0.2], [0.1, 0.1, -0.5], [-0.4, -0.2, 0.1], [0.0, -0.1, 0.1], [-0.1, 0.1, -0.2], [0.0, 0.0, 0.1], [0.0, 0.0, 0.1], [-0.1, 0.0, 0.2], [0.2, -0.1, 0.0], [0.0, 0.0, 0.0], [-0.1, 0.1, 0.0], [0.2, -0.1, 0.1], [-0.2, -0.1, 0.1], [0.0, 0.1, -0.1], [0.1, 0.0, 0.0], [0.0, 0.0, 0.0], [0.0, 0.0, 0.0], [0.0, 0.0, 0.0], [0.1, -0.1, 0.0], [0.0, 0.0, 0.0], [0.0, 0.0, 0.1], [0.0, 0.0, 0.0], [0.0, 0.0, 0.0], [-0.1, 0.0, 0.0], [0.0, 0.0, 0.0], [0.0, 0.0, 0.0], [0.0, 0.0, 0.0], [0.0, 0.0, 0.0], [0.0, 0.0, 0.0], [0.0, 0.0, 0.0], [0.0, 0.0, 0.0], [0.0, 0.0, 0.0], [0.0, 0.0, 0.0], [0.0, 0.0, 0.0], [0.0, 0.0, 0.0], [0.0, 0.0, 0.0], [0.0, 0.0, 0.0], [0.0, 0.0, 0.0], [0.0, 0.0, 0.0], [0.0, 0.0, 0.0], [0.0, 0.0, 0.0], [0.0, 0.0, 0.0], [0.0, 0.0, 0.0], [0.0, 0.0, 0.0], [0.0, 0.0, 0.0], [-0.1, 0.1, 0.0], [0.0, 0.1, 0.0], [0.1, -0.1, 0.0], [-0.1, 0.0, 0.0], [0.1, -0.2, 0.1], [0.1, 1.0, 0.2], [0.1, 0.1, -0.2], [-0.1, 0.0, 0.0], [0.0, 0.0, 0.1], [0.0, 0.0, 0.0], [0.0, -0.1, 0.0], [0.0, 0.0, 0.0], [0.1, -0.1, 0.0], [0.0, 0.0, 0.0], [0.0, 0.0, 0.0], [0.0, 0.0, 0.0], [0.0, 0.0, 0.0], [0.0, 0.0, 0.0], [0.0, 0.0, 0.0], [0.0, 0.0, 0.0], [0.0, 0.0, 0.0], [0.0, 0.0, 0.0], [0.0, 0.0, 0.0], [-0.1, 0.0, 0.0], [0.0, 0.0, 0.0], [0.0, 0.0, 0.0], [0.0, 0.0, 0.0], [0.0, 0.0, 0.0], [0.0, 0.0, 0.0], [0.0, 0.0, 0.0], [0.0, 0.0, 0.0], [0.0, 0.0, 0.0], [0.0, 0.0, 0.0], [0.2, -0.8, 0.3], [-0.1, 0.0, -0.1], [0.1, 0.0, 0.1], [0.1, -0.1, 0.0], [0.0, 0.0, 0.0], [0.0, 0.0, 0.0], [0.0, 0.0, 0.0], [0.0, -0.1, -0.1], [0.0, 0.0, 0.0], [0.0, 0.0, 0.0], [0.0, 0.0, 0.0], [0.0, 0.0, 0.0], [0.0, 0.0, 0.0], [0.0, 0.0, 0.0], [0.0, 0.0, 0.0], [0.0, 0.0, 0.0]]}

# 5
{"formula": "C16H9F9N3OSSb2Se8W", "method": "ωB97M-V/def2-TZVPD", "relative_energy_kcal_mol": 56.7, "total_charge": -1, "e_tot_ha": -21910.89388, "homo_lumo_gap_ev": 5.38, "symbols": ["W", "N", "C", "C", "C", "C", "C", "C", "S", "N", "C", "C", "C", "C", "C", "C", "N", "H", "H", "H", "H", "H", "H", "H", "H", "H", "Se", "Sb", "Se", "Se", "Se", "Se", "Sb", "Se", "Se", "Se", "F", "C", "F", "F", "C", "O", "C", "F", "F", "F", "C", "F", "F", "F"], "xyz": [[-0.447, 0.510, 0.101], [2.341, -2.614, -2.211], [1.431, -3.051, -3.196], [1.531, -4.313, -3.755], [0.610, -4.698, -4.716], [-0.419, -3.844, -5.091], [-0.527, -2.590, -4.513], [0.417, -2.181, -3.584], [0.499, -0.577, -2.893], [0.924, -1.022, -1.282], [1.986, -1.767, -1.208], [2.917, -1.800, -0.038], [3.534, -2.977, 0.367], [4.460, -2.903, 1.393], [4.731, -1.669, 1.971], [4.051, -0.556, 1.502], [3.167, -0.621, 0.513], [3.146, -3.195, -2.044], [2.313, -4.989, -3.436], [0.689, -5.678, -5.166], [-1.143, -4.159, -5.829], [-1.330, -1.915, -4.782], [3.254, -3.938, -0.043], [4.950, -3.801, 1.746], [5.444, -1.574, 2.777], [4.199, 0.429, 1.933], [1.634, 2.200, 3.324], [0.304, 3.125, 1.530], [-1.900, 1.721, 1.609], [1.447, 1.900, -0.460], [-0.046, 5.446, 1.190], [-0.015, -4.223, 0.038], [-1.295, -2.393, 0.970], [-2.180, -0.890, -0.891], [0.473, -0.624, 1.965], [-3.042, -2.665, 2.578], [-3.317, 2.488, -4.453], [-2.734, 1.774, -3.479], [-3.693, 1.103, -2.824], [-1.963, 0.851, -4.083], [-1.893, 2.636, -2.464], [-1.398, 1.881, -1.488], [-0.734, 3.334, -3.259], [0.129, 2.411, -3.719], [-0.045, 4.151, -2.456], [-1.139, 4.044, -4.325], [-2.860, 3.778, -1.890], [-2.570, 5.002, -2.354], [-2.764, 3.815, -0.567], [-4.154, 3.568, -2.183]], "forces_ev_per_a": [[-0.6, 0.6, -0.8], [0.0, 0.3, -0.2], [0.0, 0.1, 0.0], [-0.1, 0.1, 0.0], [0.0, 0.0, -0.1], [0.0, -0.1, 0.0], [0.0, 0.1, 0.1], [0.2, -0.3, -0.1], [-0.1, -0.1, -0.2], [0.6, 0.9, -0.2], [-0.3, -0.6, 0.2], [-0.1, 0.1, 0.0], [-0.1, -0.1, 0.2], [0.1, 0.2, 0.1], [0.0, -0.2, -0.1], [-0.1, 0.1, -0.1], [0.3, 0.0, -0.1], [0.0, 0.0, 0.0], [0.0, 0.0, 0.0], [0.0, 0.0, 0.0], [0.0, 0.0, 0.0], [0.0, 0.0, 0.0], [-0.1, 0.0, -0.1], [0.0, 0.0, 0.0], [0.0, 0.0, 0.0], [0.0, 0.0, 0.0], [-0.1, 0.1, 0.0], [0.5, 0.4, 0.9], [0.3, 0.4, -0.3], [-0.4, 0.0, 0.2], [-0.1, -0.1, -0.1], [-0.1, 0.2, 0.1], [-0.2, -0.9, 0.2], [0.2, -0.2, 0.2], [-0.2, -0.3, -0.4], [0.2, 0.1, -0.1], [0.0, 0.0, 0.0], [0.1, -0.1, 0.2], [0.1, 0.0, -0.1], [-0.1, 0.1, 0.0], [-0.2, 0.1, -0.2], [0.2, -0.7, 0.3], [0.3, -0.1, 0.1], [0.0, 0.1, 0.1], [-0.1, -0.1, -0.1], [0.0, 0.0, 0.0], [0.2, -0.1, 0.2], [0.1, 0.0, -0.1], [0.0, 0.1, 0.0], [-0.1, -0.1, 0.0]]}

# 6
{"formula": "C4H8Cl2NO3P", "method": "ωB97M-V/def2-TZVPD", "relative_energy_kcal_mol": 75.8, "total_charge": -2, "e_tot_ha": -1699.46574, "homo_lumo_gap_ev": 5.73, "symbols": ["C", "C", "C", "Cl", "C", "N", "Cl", "P", "O", "O", "O", "H", "H", "H", "H", "H", "H", "H", "H"], "xyz": [[0.697, -1.193, -1.141], [-0.512, -0.674, -0.303], [-0.077, -0.123, 1.110], [-1.662, -1.986, -0.124], [-1.178, 0.502, -1.024], [-0.032, 1.819, -0.876], [-1.428, 0.109, -2.758], [-2.872, 1.336, -0.288], [-2.694, 0.955, 1.172], [-4.029, 0.793, -1.036], [-2.615, 2.845, -0.589], [0.354, -1.566, -2.129], [1.129, -0.254, -1.190], [1.128, -2.000, -0.585], [0.138, -1.032, 1.861], [-1.027, 0.321, 1.521], [0.741, 0.575, 1.207], [-0.510, 2.417, -0.291], [-0.161, 2.465, -1.662]], "forces_ev_per_a": [[-2.9, -1.0, 0.3], [1.6, 1.3, 0.0], [-1.3, -2.8, 2.0], [-0.8, -0.8, 0.3], [0.6, 3.4, 0.5], [0.1, -3.4, -2.4], [0.1, 0.3, -0.3], [1.2, 2.3, 0.2], [-0.4, 0.0, 0.1], [-0.8, -1.0, -0.6], [0.1, -1.4, 0.3], [0.3, 0.3, 0.7], [2.3, 1.4, -0.6], [0.9, -0.2, 0.4], [-0.2, 1.5, -1.7], [0.8, -0.1, -0.4], [0.2, 0.1, -0.7], [-1.8, 1.1, 2.6], [-0.2, -1.0, -0.7]]}